(1)
C31H56GaN6OSSbSi3 | ωB97M-V with the def2-TZVPD basis set

Last column: Löwdin charge in e.
Atoms and positions in Å:
1 Ga 0.092 -0.025 -0.249  0.484
2 C -3.022 -1.457 0.252  -0.309
3 Sb -2.642 -0.154 1.944  1.484
4 C -0.457 -0.472 1.742  -0.506
5 C 0.016 0.379 2.840  -0.519
6 C 0.984 1.378 2.753  -0.049
7 C 1.450 1.978 3.906  -0.056
8 C 0.922 1.597 5.132  -0.067
9 C -0.104 0.669 5.121  -0.165
10 N -0.552 0.090 4.024  0.015
11 Si -0.139 -2.258 2.430  0.497
12 C -1.578 -2.887 3.531  -0.216
13 C 1.452 -2.172 3.502  -0.156
14 C 0.166 -3.733 1.255  -0.234
15 C -3.139 1.886 0.981  -0.521
16 C -2.073 2.573 0.224  -0.382
17 C -2.338 3.865 -0.267  -0.060
18 C -1.352 4.630 -0.839  -0.032
19 C -0.068 4.102 -0.913  -0.037
20 C 0.100 2.803 -0.496  -0.162
21 N -0.859 2.047 0.037  0.082
22 Si -3.544 2.967 2.547  0.493
23 C -3.840 4.850 2.307  -0.173
24 C -5.091 2.294 3.443  -0.180
25 C -2.077 2.940 3.759  -0.167
26 Si -4.710 1.678 -0.122  0.518
27 C -5.806 3.244 -0.315  -0.178
28 C -5.942 0.415 0.624  -0.188
29 C -4.190 1.212 -1.897  -0.148
30 H -2.611 -2.432 0.505  -0.004
31 H -2.482 -1.053 -0.600  -0.049
32 H -4.074 -1.556 0.013  -0.003
33 H 1.354 1.648 1.780  0.058
34 H 2.229 2.728 3.858  0.108
35 H 1.278 2.017 6.058  0.098
36 H -0.584 0.355 6.043  0.116
37 H -1.923 -2.122 4.220  -0.003
38 H -1.245 -3.743 4.109  0.027
39 H -2.419 -3.206 2.921  0.014
40 H 1.226 -1.857 4.514  0.021
41 H 2.185 -1.475 3.105  0.017
42 H 1.919 -3.149 3.562  0.024
43 H -0.581 -3.814 0.476  -0.016
44 H 0.149 -4.650 1.835  0.032
45 H 1.126 -3.675 0.754  -0.015
46 H -3.339 4.242 -0.184  0.076
47 H -1.572 5.620 -1.211  0.114
48 H 0.760 4.662 -1.317  0.109
49 H 1.063 2.317 -0.585  0.070
50 H -4.621 5.091 1.595  0.009
51 H -2.931 5.355 1.996  0.026
52 H -4.135 5.273 3.264  0.032
53 H -6.007 2.592 2.946  0.018
54 H -5.126 2.688 4.454  0.030
55 H -5.079 1.211 3.509  0.002
56 H -1.129 2.947 3.230  0.022
57 H -2.101 2.050 4.376  0.010
58 H -2.087 3.802 4.418  0.038
59 H -6.041 3.703 0.639  0.007
60 H -6.748 2.953 -0.773  0.032
61 H -5.358 3.996 -0.956  0.024
62 H -6.769 0.928 1.103  0.024
63 H -5.488 -0.238 1.362  -0.014
64 H -6.365 -0.204 -0.160  0.031
65 H -3.444 1.908 -2.271  0.027
66 H -5.040 1.236 -2.572  0.033
67 H -3.755 0.222 -1.941  -0.002
68 N 0.290 -1.416 -4.053  0.046
69 C -0.068 -0.979 -2.721  -0.948
70 N -1.505 -0.896 -2.577  0.016
71 S 0.475 -2.120 -1.389  0.705
72 H 1.285 -1.600 -4.114  0.070
73 H -0.186 -2.288 -4.265  0.075
74 H -1.916 -1.815 -2.729  0.088
75 H -1.879 -0.259 -3.275  0.080
76 C -0.274 1.736 -4.160  -0.101
77 O -0.308 1.467 -2.775  -0.221
78 C 0.503 0.391 -2.308  -0.488
79 C 1.962 0.527 -2.742  -0.068
80 H -0.388 0.821 -4.752  0.078
81 H 0.657 2.237 -4.447  0.085
82 H -1.104 2.414 -4.357  0.088
83 H 2.061 0.528 -3.829  0.076
84 H 2.525 -0.317 -2.345  0.065
85 H 2.391 1.448 -2.351  0.069
86 C 4.811 -2.365 0.990  -0.009
87 C 4.162 -1.054 0.748  -0.294
88 C 4.646 0.240 0.806  0.026
89 C 3.566 1.065 0.467  -0.332
90 N 2.492 0.315 0.224  0.033
91 N 2.871 -0.953 0.403  0.039
92 C 3.599 2.549 0.342  -0.022
93 H 5.821 -2.220 1.364  0.083
94 H 4.850 -2.934 0.062  0.087
95 H 4.238 -2.942 1.716  0.077
96 H 5.641 0.552 1.048  0.108
97 H 2.206 -1.692 0.167  0.051
98 H 4.485 2.935 0.839  0.083
99 H 2.720 3.009 0.788  0.062
100 H 3.639 2.837 -0.710  0.080

energy above the lowest of the compared OMol25 structures with the same formula, charge and spin = 35.6 kJ/mol
frontier orbital gap = 8.020 eV
maximum force = 1.7 eV/Å
2S+1 = 1



(2)
C31H57B2BrNO7S | ωB97M-V with the def2-TZVPD basis set

Last column: Löwdin charge in e.
Atoms and positions in Å:
1 C -1.655 -1.789 1.513  0.185
2 C -0.733 -1.022 1.429  -0.056
3 C 0.380 -0.105 1.172  -0.313
4 C 1.631 -1.001 1.333  -0.104
5 C 1.713 -2.251 0.443  -0.128
6 C 3.120 -2.555 -0.102  -0.358
7 C 4.246 -2.414 0.942  -0.037
8 C 3.092 -4.020 -0.584  -0.190
9 C 4.353 -4.419 -1.370  -0.179
10 C 4.064 -5.284 -2.585  -0.087
11 C 2.916 -5.985 -2.819  -0.359
12 C 2.475 -7.055 -1.860  -0.060
13 C 2.056 -5.691 -4.036  -0.051
14 N 0.228 0.580 -0.160  0.039
15 C -0.231 -0.189 -1.346  -0.044
16 C -1.134 0.632 -2.286  -0.123
17 O -2.375 -0.065 -2.429  -0.019
18 C -3.359 0.308 -1.540  -0.510
19 C -4.044 1.617 -1.770  0.037
20 O -3.646 -0.435 -0.649  0.122
21 C 1.323 1.618 -0.284  -0.226
22 C 0.905 2.906 -1.042  0.000
23 B 2.059 4.017 -1.116  -0.635
24 O 2.172 4.773 -2.258  0.191
25 O 2.889 4.281 -0.059  0.197
26 B 2.703 1.184 -0.989  -0.425
27 O 3.856 1.078 -0.245  0.163
28 C 2.771 0.975 -2.563  -0.127
29 C 3.422 -0.336 -3.026  -0.085
30 C 1.431 2.051 1.220  -0.032
31 C 0.515 1.126 2.108  -0.344
32 C -0.746 1.847 2.621  -0.372
33 S -2.193 1.852 1.531  0.956
34 C -3.437 0.735 2.236  -0.501
35 C -3.220 0.301 3.682  -0.133
36 C 1.378 0.841 3.375  -0.148
37 C 1.514 2.061 4.257  -0.802
38 O 1.799 3.152 3.920  0.083
39 Br 1.212 1.683 6.149  0.740
40 H -2.480 -2.459 1.552  0.077
41 H 2.541 -0.407 1.249  0.100
42 H 1.606 -1.349 2.362  0.128
43 H 1.429 -3.122 1.036  0.129
44 H 1.020 -2.237 -0.398  0.104
45 H 3.343 -1.972 -0.998  0.092
46 H 5.123 -1.949 0.483  0.084
47 H 3.992 -1.789 1.798  0.072
48 H 4.579 -3.380 1.317  0.086
49 H 2.169 -4.257 -1.116  0.114
50 H 3.071 -4.619 0.332  0.116
51 H 5.046 -4.915 -0.680  0.113
52 H 4.829 -3.518 -1.761  0.107
53 H 4.846 -5.304 -3.345  0.106
54 H 2.735 -8.013 -2.311  0.093
55 H 1.400 -7.035 -1.648  0.074
56 H 2.981 -6.935 -0.901  0.078
57 H 2.392 -6.209 -4.940  0.082
58 H 1.033 -5.986 -3.804  0.075
59 H 2.070 -4.619 -4.207  0.064
60 H -0.591 1.197 0.018  0.085
61 H -0.820 -1.059 -1.067  0.133
62 H 0.617 -0.560 -1.918  0.119
63 H -0.722 0.706 -3.288  0.138
64 H -1.342 1.616 -1.861  0.106
65 H -4.754 1.556 -2.592  0.108
66 H -4.482 1.959 -0.839  0.064
67 H -3.296 2.355 -2.072  0.088
68 H 0.596 2.708 -2.070  0.104
69 H 0.063 3.360 -0.503  0.137
70 H 2.133 4.243 -3.060  0.107
71 H 3.820 4.140 -0.259  0.132
72 H 4.246 0.197 -0.309  0.100
73 H 3.279 1.841 -3.005  0.124
74 H 1.746 1.012 -2.943  0.084
75 H 4.375 -0.508 -2.526  0.078
76 H 2.752 -1.180 -2.864  0.066
77 H 3.616 -0.303 -4.098  0.085
78 H 2.483 2.021 1.491  0.124
79 H 1.116 3.074 1.401  0.121
80 H -1.014 1.496 3.615  0.077
81 H -0.494 2.900 2.732  0.085
82 H -4.374 1.290 2.188  0.060
83 H -3.571 -0.116 1.572  0.028
84 H -2.467 -0.479 3.754  0.060
85 H -2.965 1.162 4.299  0.073
86 H -4.171 -0.070 4.061  0.085
87 H 2.394 0.544 3.124  0.132
88 H 0.904 0.052 3.959  0.106
89 C -7.161 3.573 2.573  -0.058
90 C -6.680 4.203 1.276  -0.490
91 C -7.815 4.897 0.542  -0.058
92 O -6.088 3.204 0.435  -0.078
93 H -7.924 2.817 2.369  0.085
94 H -6.336 3.078 3.087  0.069
95 H -7.588 4.320 3.242  0.084
96 H -5.887 4.921 1.490  0.139
97 H -8.596 4.178 0.281  0.084
98 H -7.455 5.342 -0.386  0.080
99 H -8.260 5.682 1.153  0.084
100 H -6.777 2.560 0.234  0.090

frontier orbital gap = 7.001 eV
maximum force = 2.2 eV/Å
charge = +1
2S+1 = 1



(3)
C31H57B2NO20P | ωB97M-V with the def2-TZVPD basis set

Last column: Löwdin charge in e.
Atoms and positions in Å:
1 C -6.423 -4.261 -0.133  -0.090
2 C -5.516 -4.177 -1.352  -0.282
3 C -6.212 -3.727 -2.642  -0.182
4 C -6.171 -2.215 -3.002  -0.422
5 C -7.493 -1.741 -3.643  -0.063
6 P -5.618 -1.119 -1.632  1.236
7 B -3.695 -0.746 -1.823  -0.695
8 N -2.718 -1.424 -0.959  0.145
9 O -3.322 0.141 -2.720  0.165
10 B -6.513 0.597 -1.512  -0.592
11 O -6.220 1.544 -2.395  0.166
12 C -7.510 0.819 -0.317  -0.175
13 C -8.619 -0.243 -0.247  -0.097
14 H -6.616 -3.303 0.338  0.042
15 H -7.375 -4.710 -0.385  0.083
16 H -5.947 -4.891 0.607  0.079
17 H -5.172 -5.190 -1.525  0.105
18 H -4.609 -3.618 -1.143  0.062
19 H -5.719 -4.242 -3.456  0.117
20 H -7.222 -4.109 -2.624  0.110
21 H -5.418 -2.108 -3.768  0.112
22 H -7.303 -1.185 -4.548  0.091
23 H -8.111 -1.149 -2.980  0.055
24 H -8.082 -2.597 -3.933  0.082
25 H -5.736 -1.710 -0.376  0.030
26 H -2.999 -1.342 0.018  0.088
27 H -2.722 -2.429 -1.130  0.050
28 H -2.451 0.517 -2.433  0.076
29 H -6.767 2.328 -2.211  0.139
30 H -7.921 1.822 -0.339  0.108
31 H -6.911 0.715 0.589  0.113
32 H -9.145 -0.332 -1.187  0.068
33 H -8.213 -1.211 0.021  0.059
34 H -9.315 0.030 0.532  0.082
35 C 1.862 -0.549 1.316  -0.014
36 C 1.650 -0.111 -0.106  -0.294
37 C 2.139 1.277 -0.451  -0.056
38 O 1.235 1.648 -1.521  0.097
39 C 0.099 0.974 -1.333  -0.540
40 O -0.927 1.196 -1.919  0.116
41 O 0.237 0.020 -0.404  0.096
42 H 1.394 -1.520 1.482  0.079
43 H 2.922 -0.630 1.539  0.093
44 H 1.407 0.156 2.011  0.089
45 H 2.062 -0.852 -0.796  0.162
46 H 3.169 1.310 -0.790  0.146
47 H 2.010 1.986 0.366  0.133
48 C 4.432 2.978 5.837  -0.012
49 C 3.719 2.799 4.523  -0.309
50 C 3.688 1.381 4.004  -0.079
51 O 3.619 1.587 2.576  0.025
52 C 4.201 2.780 2.314  -0.553
53 O 4.483 3.159 1.218  0.136
54 O 4.417 3.470 3.447  0.103
55 H 4.487 4.033 6.101  0.090
56 H 3.908 2.445 6.629  0.096
57 H 5.453 2.600 5.776  0.096
58 H 2.712 3.222 4.573  0.159
59 H 2.831 0.811 4.352  0.142
60 H 4.599 0.829 4.229  0.118
61 C -2.061 3.852 -3.818  -0.011
62 C -2.283 4.289 -2.393  -0.323
63 C -3.449 3.630 -1.695  -0.105
64 O -3.836 4.623 -0.738  0.057
65 C -3.477 5.837 -1.244  -0.557
66 O -3.827 6.879 -0.803  0.179
67 O -2.672 5.674 -2.324  0.091
68 H -1.260 4.432 -4.275  0.093
69 H -1.791 2.797 -3.855  0.076
70 H -2.960 4.012 -4.415  0.093
71 H -1.364 4.170 -1.813  0.157
72 H -3.179 2.703 -1.194  0.124
73 H -4.293 3.449 -2.365  0.126
74 C -1.845 -5.625 -1.250  -0.019
75 C -0.596 -4.780 -1.322  -0.335
76 C 0.580 -5.437 -2.008  -0.085
77 O 1.692 -4.795 -1.372  0.070
78 C 1.297 -4.412 -0.136  -0.557
79 O 2.030 -4.024 0.714  0.161
80 O -0.052 -4.530 -0.012  0.083
81 H -2.618 -5.121 -0.667  0.067
82 H -2.233 -5.823 -2.249  0.095
83 H -1.643 -6.575 -0.756  0.097
84 H -0.815 -3.808 -1.778  0.146
85 H 0.609 -5.269 -3.081  0.142
86 H 0.636 -6.509 -1.807  0.143
87 C 6.200 5.467 0.231  -0.027
88 C 7.111 5.477 -0.969  -0.327
89 C 7.791 4.160 -1.261  -0.098
90 O 8.999 4.577 -1.912  0.058
91 C 9.297 5.824 -1.459  -0.562
92 O 10.328 6.380 -1.646  0.170
93 O 8.251 6.334 -0.763  0.084
94 H 5.818 6.469 0.426  0.091
95 H 5.359 4.797 0.073  0.060
96 H 6.738 5.147 1.124  0.093
97 H 6.578 5.844 -1.850  0.158
98 H 7.214 3.510 -1.914  0.136
99 H 8.056 3.618 -0.351  0.138
100 C 6.717 -3.275 2.615  -0.018
101 C 6.642 -2.953 4.085  -0.322
102 C 5.719 -3.838 4.891  -0.083
103 O 5.314 -2.964 5.957  0.074
104 C 5.392 -1.698 5.496  -0.562
105 O 4.943 -0.743 6.049  0.150
106 O 6.041 -1.659 4.308  0.077
107 H 7.332 -2.543 2.094  0.089
108 H 7.149 -4.263 2.463  0.094
109 H 5.724 -3.250 2.163  0.088
110 H 7.642 -2.931 4.524  0.161
111 H 6.205 -4.724 5.290  0.141
112 H 4.828 -4.133 4.330  0.140

frontier orbital gap = 8.175 eV
maximum force = 1.4 eV/Å
charge = +1
2S+1 = 1



(4)
C31H57BMnN5P2 | ωB97M-V with the def2-TZVPD basis set

Last column: Löwdin spin population.
Atoms and positions in Å:
1 Mn 0.159 0.398 -0.785  1.140
2 C -0.711 3.405 1.380  -0.001
3 C -1.645 2.388 2.049  -0.007
4 C -3.057 2.636 1.511  -0.001
5 C -1.588 2.604 3.560  -0.002
6 P -1.032 0.692 1.465  -0.020
7 C 0.422 0.368 2.608  0.001
8 N 1.202 -0.679 1.989  -0.007
9 B 1.220 -0.894 0.575  -0.072
10 N 1.650 -2.245 0.381  -0.014
11 C 1.348 -2.993 -0.821  -0.002
12 P -0.175 -2.166 -1.539  -0.022
13 C 0.404 -1.243 -3.097  0.001
14 C 0.575 -2.016 -4.398  0.000
15 C -0.681 -0.159 -3.214  0.017
16 C 1.709 -0.518 -2.745  -0.003
17 C -1.246 -3.652 -2.024  -0.008
18 C -0.524 -4.758 -2.789  -0.002
19 C -2.462 -3.151 -2.811  0.000
20 C -1.754 -4.200 -0.682  -0.001
21 C 1.946 -2.798 1.625  -0.002
22 C 2.398 -4.060 1.973  0.000
23 C 2.574 -4.346 3.322  0.001
24 C 2.322 -3.389 4.298  0.000
25 C 1.877 -2.117 3.956  0.000
26 C 1.680 -1.827 2.617  -0.002
27 C -2.291 -0.623 1.998  -0.002
28 C -2.939 -0.357 3.356  -0.001
29 C -1.594 -1.986 2.074  -0.001
30 C -3.357 -0.694 0.895  -0.003
31 H -0.986 4.418 1.685  0.000
32 H -0.806 3.343 0.296  0.000
33 H 0.334 3.237 1.651  0.000
34 H -3.300 3.698 1.595  0.000
35 H -3.816 2.083 2.061  0.000
36 H -3.128 2.363 0.454  -0.001
37 H -1.883 3.633 3.779  -0.001
38 H -0.578 2.464 3.948  0.000
39 H -2.263 1.947 4.103  0.000
40 H 0.084 0.075 3.603  0.000
41 H 0.997 1.293 2.699  0.000
42 H 1.116 -4.025 -0.561  0.000
43 H 2.171 -3.004 -1.541  0.000
44 H -0.353 -2.478 -4.728  0.000
45 H 1.333 -2.793 -4.292  0.000
46 H 0.904 -1.338 -5.190  0.000
47 H -1.636 -0.575 -3.536  0.001
48 H -0.394 0.625 -3.919  0.001
49 H -0.864 0.289 -2.209  0.002
50 H 2.554 -1.198 -2.649  -0.001
51 H 1.606 0.014 -1.782  -0.003
52 H 1.951 0.207 -3.524  0.000
53 H -0.132 -4.417 -3.745  0.000
54 H -1.239 -5.559 -2.990  -0.001
55 H 0.294 -5.191 -2.212  0.000
56 H -2.211 -2.876 -3.835  0.000
57 H -2.920 -2.290 -2.317  0.000
58 H -3.216 -3.941 -2.860  0.000
59 H -0.943 -4.466 0.000  0.000
60 H -2.344 -5.103 -0.860  0.000
61 H -2.396 -3.472 -0.184  0.000
62 H 2.619 -4.805 1.219  0.000
63 H 2.914 -5.330 3.616  0.000
64 H 2.479 -3.635 5.340  0.000
65 H 1.699 -1.372 4.722  0.000
66 H -2.191 -0.201 4.135  0.000
67 H -3.523 -1.236 3.641  0.000
68 H -3.617 0.495 3.337  0.000
69 H -0.936 -2.060 2.938  0.000
70 H -1.018 -2.193 1.174  -0.001
71 H -2.354 -2.764 2.179  0.000
72 H -3.963 0.211 0.850  0.000
73 H -4.030 -1.535 1.082  0.000
74 H -2.881 -0.843 -0.077  -0.002
75 C 0.643 4.958 -2.836  0.001
76 C -0.364 3.864 -2.520  0.003
77 N 0.337 2.788 -1.840  0.022
78 C 1.396 2.981 -0.990  -0.001
79 N 1.728 1.926 -0.304  -0.011
80 C 2.878 2.003 0.585  -0.001
81 C 3.861 3.076 0.140  0.000
82 C 3.107 4.385 -0.034  0.000
83 N 2.013 4.182 -0.972  -0.001
84 C 1.370 5.351 -1.559  0.000
85 H 0.135 5.821 -3.262  0.000
86 H 1.370 4.586 -3.561  0.000
87 H -0.806 3.473 -3.437  0.000
88 H -1.175 4.274 -1.907  0.000
89 H -0.209 1.996 -1.499  0.008
90 H 3.353 1.022 0.613  -0.001
91 H 2.542 2.225 1.605  0.000
92 H 4.316 2.793 -0.812  0.000
93 H 4.654 3.191 0.877  0.000
94 H 3.758 5.164 -0.430  0.000
95 H 2.723 4.734 0.932  0.000
96 H 2.140 6.091 -1.772  0.000
97 H 0.670 5.800 -0.843  0.000

frontier orbital gap (spin up / spin down) = 7.819 / 8.004 eV
<S²> = 0.94
maximum force = 4.8 eV/Å
charge = +1
2S+1 = 2